ORCA calculation (ωB97M-V/def2-TZVPD) on a 2-piece molecular cluster, C3H5ClS overall at a distorted geometry.

Element x y z (Å)
H (-0.72877, -0.40689, -2.68287)
H (0.28982, 1.68962, 0.63686)
C (-0.47070, 0.93779, 0.75108)
S (-0.94020, 0.75209, -2.38496)
H (-1.47472, 1.14429, 0.40041)
H (-0.44294, 0.69970, 1.85270)
H (0.99059, -1.08305, 1.47524)
C (0.95776, -1.08184, 0.33796)
C (0.05925, -0.20246, -0.11015)
Cl (1.75990, -2.44925, -0.27629)

Its HOMO energy (spin up / spin down) is -8.08 / -9.04 eV. The value obtained for the LUMO energy (spin up / spin down) is 0.9 / -2.9 eV. The calculation puts the frontier orbital gap (spin up / spin down) at 9.03 / 6.18 eV. The electronic energy comes out at -26544.3654 eV. The spin multiplicity is 3. Its energy above the lowest of the compared OMol25 structures with the same formula, charge and spin is 216.6 kJ/mol. As for the max |F|: 0.091 hartree/bohr. The net charge is 0. The expectation value of S² is 2.01.

=====

ORCA calculation (ωB97M-V/def2-TZVPD) on a 2-piece molecular cluster, C5H14O overall at a distorted geometry.

Element x y z (Å)
H (-0.99369, -0.87306, -1.16978)
C (-0.27877, -0.19867, 1.24341)
H (-0.10441, -1.20133, 1.31850)
H (-1.47692, 0.83303, -1.56755)
H (-2.38155, -0.70578, 1.01817)
H (0.72079, -0.32471, 3.23245)
H (-1.05363, -0.01288, 3.42396)
H (1.88616, 0.18901, 0.89511)
H (-2.13461, 1.00640, 0.72501)
C (0.93900, 0.29054, 0.37182)
H (-2.70024, -0.53806, -1.47682)
C (-0.14253, 0.22014, 2.73448)
H (1.06697, -0.32946, -0.52920)
C (-1.75766, -0.03444, -0.97352)
H (3.24564, -0.61319, -3.46917)
H (0.15168, 1.26085, 2.72148)
H (0.74815, 1.25658, 0.05202)
C (-1.72608, 0.00453, 0.54379)
O (3.36968, -0.16056, -4.24143)
H (2.62202, -0.06893, -4.85271)

Its HOMO energy is -10.71 eV. The value obtained for the LUMO energy is 0.7 eV. Its structure (SMILES) is CCC(C)C.O. The calculation puts the frontier orbital gap at 11.46 eV. The electronic energy comes out at -7458.2195 eV. Its energy above the lowest of the compared OMol25 structures with the same formula, charge and spin is 151.1 kJ/mol. As for the max |F|: 0.092 hartree/bohr. The net charge is 0.

=====

ORCA calculation (ωB97M-V/def2-TZVPD) on H2NO2S as an isolated structure at a distorted geometry.

Element x y z (Å)
O (2.40178, -0.46341, 0.25597)
O (-0.04490, -0.97724, -0.18169)
N (1.43975, 0.08585, -0.32979)
S (-1.48768, -0.35338, 0.02540)
H (1.63021, 0.04186, -1.30555)
H (-1.50014, 0.38030, 1.34640)

Its HOMO energy is -2.52 eV. The value obtained for the LUMO energy is 4.0 eV. The calculation puts the frontier orbital gap at 6.54 eV. The electronic energy comes out at -16449.3476 eV. Its energy above the lowest of the compared OMol25 structures with the same formula, charge and spin is 396.5 kJ/mol. As for the max |F|: 0.070 hartree/bohr. The net charge is -1.

=====

ORCA calculation (ωB97M-V/def2-TZVPD) on a 11-piece molecular cluster, C4H31NO11 overall at a distorted geometry.

Element x y z (Å)
H (3.46765, 1.09888, 3.33972)
H (-2.85848, 0.39433, 0.87997)
O (-0.80012, 1.47748, -3.06258)
O (2.54366, -1.44408, 1.39024)
H (1.66383, -0.37470, -3.85276)
H (-1.11161, 2.31657, -3.40971)
H (-3.33723, -1.21149, -1.11166)
O (0.46025, -0.79279, -0.04409)
H (0.94209, 1.91175, -1.49431)
O (-4.08115, -1.87844, -1.32686)
H (-1.06875, -0.99197, -1.37655)
H (2.23232, 0.32046, -2.63132)
H (-0.45843, -3.78142, -0.24857)
H (0.67278, 1.84573, 0.91002)
H (2.06609, -1.81715, 2.22107)
O (2.71199, 0.71475, 2.94389)
H (3.16630, 0.00029, -0.57676)
H (-1.37969, 0.47140, 0.32426)
H (-0.97751, 1.69233, 3.11380)
H (-2.56964, -2.23988, 0.56386)
H (-2.63440, 2.03979, -0.72157)
H (0.60611, 1.02367, -0.34220)
C (-1.76486, -1.51498, 0.61163)
H (-0.63433, -0.69121, 2.33184)
H (3.33512, -2.04116, 1.32133)
H (4.43655, -0.16771, -1.19648)
H (-1.35666, 2.35845, -1.47249)
C (-0.13027, -2.97277, -0.90536)
H (-1.71116, -1.74068, 2.84253)
O (2.01939, 0.44150, -3.51816)
O (-1.95993, 1.77043, 3.25189)
H (-1.84562, 2.24512, 4.05246)
C (-1.13762, -1.51150, 1.95617)
H (1.42935, -1.24772, 0.05950)
H (2.99357, 0.20213, 2.19542)
H (0.20824, 1.51365, -3.40186)
N (-2.17668, -0.03913, 0.24615)
O (3.53556, -0.33559, -1.33503)
O (1.26436, 1.59236, -0.69118)
C (-0.63523, -1.61537, -0.51742)
O (-2.02591, 2.76147, -0.88966)
H (-0.27147, -3.33851, -1.95489)
H (-0.39336, -2.33612, 2.11133)
O (0.71008, 2.14041, 1.82544)
H (1.43002, 1.56547, 2.23359)
H (-4.70596, -1.58962, -0.76961)
H (0.88337, -3.04890, -0.88420)

Its HOMO energy (spin up / spin down) is -13.51 / -13.49 eV. The value obtained for the LUMO energy (spin up / spin down) is -3.0 / -8.8 eV. The calculation puts the frontier orbital gap (spin up / spin down) at 10.47 / 4.68 eV. The electronic energy comes out at -28652.1362 eV. The spin multiplicity is 2. Its energy above the lowest of the compared OMol25 structures with the same formula, charge and spin is 329.2 kJ/mol. As for the max |F|: 0.121 hartree/bohr. The net charge is +1. The expectation value of S² is 0.75.

=====

Q: energy above the lowest of the compared OMol25 structures with the same formula, charge and spin of number 3 (H2NO2S)?
A: 396.5 kJ/mol